This record from the Open Molecules 2025 dataset describes a structure of composition C8H40F2N18O14S2. The level of theory is ωB97M-V with the def2-TZVPD basis set.

Each line ends with the Löwdin charge.
Atoms and positions in Å:
N -0.480 0.417 3.752  0.306
H -1.218 -0.137 4.214  0.059
H -0.745 1.289 3.249  0.112
H -0.202 -0.166 2.962  0.083
H 0.328 0.542 4.339  0.142
N 0.366 -0.323 0.032  -0.288
S 1.206 -1.547 0.774  0.528
O 2.244 -1.085 1.658  -0.260
O 1.618 -2.561 -0.110  -0.252
F 0.049 -2.187 1.613  -0.152
S -1.094 -0.468 -0.305  0.512
O -1.699 -1.754 -0.541  -0.260
O -1.544 0.558 -1.158  -0.284
F -1.932 0.096 1.193  -0.303
O -2.124 -4.946 3.680  -0.055
H -1.541 -5.499 3.141  0.039
H -1.812 -4.046 3.735  0.009
O 0.075 -3.269 -2.897  -0.053
H -0.399 -2.604 -3.408  0.043
H 0.316 -2.775 -2.090  0.009
C 2.809 -1.553 -3.761  -0.578
O 2.997 -0.554 -3.069  0.003
N 2.354 -1.615 -5.094  0.153
N 3.129 -2.873 -3.329  0.108
H 2.300 -2.561 -5.441  0.097
H 2.290 -0.833 -5.719  0.098
H 3.650 -2.806 -2.433  0.085
H 2.200 -3.272 -3.106  0.064
C -3.381 -0.238 4.906  -0.681
O -2.433 -1.064 4.949  -0.044
N -3.596 0.524 5.971  0.171
N -4.172 -0.020 3.875  0.204
H -4.482 1.000 6.081  0.119
H -3.225 0.159 6.824  0.111
H -3.982 -0.439 2.994  0.108
H -4.681 0.818 3.794  0.052
C -4.872 -1.660 -4.518  -0.640
O -5.492 -2.739 -4.431  -0.001
N -5.184 -0.678 -5.460  0.124
N -3.848 -1.352 -3.647  0.129
H -4.789 0.250 -5.310  0.089
H -5.572 -0.841 -6.374  0.096
H -3.510 -2.156 -3.105  0.111
H -3.180 -0.607 -3.899  0.100
C 1.565 3.222 1.632  -0.666
O 1.765 4.382 1.796  0.063
N 2.451 2.374 1.026  0.170
N 0.237 2.690 1.730  0.117
H 3.378 2.603 1.372  0.116
H 2.331 1.397 0.754  0.072
H -0.358 3.497 1.902  0.095
H 0.079 2.000 0.985  0.052
C -4.502 2.732 1.448  -0.631
O -4.617 2.009 2.411  0.015
N -4.028 2.255 0.248  0.173
N -4.829 4.064 1.341  0.169
H -3.454 1.444 0.259  0.048
H -3.936 2.879 -0.549  0.088
H -5.432 4.476 2.023  0.098
H -4.340 4.640 0.699  0.053
C 5.760 1.066 -1.517  -0.617
O 6.905 1.533 -1.238  -0.033
N 5.266 -0.100 -0.972  0.143
N 4.864 1.583 -2.436  0.142
H 5.704 -0.704 -0.285  0.101
H 4.342 -0.384 -1.261  0.049
H 4.044 1.064 -2.731  0.046
H 5.110 2.348 -3.013  0.085
C -1.520 4.695 -0.535  -0.681
O -2.704 4.918 -0.667  0.015
N -1.035 3.473 -0.867  0.168
N -0.647 5.600 -0.039  0.182
H -0.090 3.423 -1.218  0.116
H -1.678 2.860 -1.283  0.055
H -0.840 6.583 -0.219  0.124
H 0.287 5.342 0.175  0.067
C 5.723 -4.044 0.971  -0.593
O 6.210 -3.439 1.940  0.010
N 6.144 -5.262 0.440  0.142
N 4.508 -3.554 0.398  0.127
H 7.135 -5.411 0.461  0.099
H 5.604 -5.564 -0.356  0.088
H 3.838 -2.954 0.868  0.057
H 4.016 -4.163 -0.229  0.063

For the HOMO-LUMO gap, the calculation gives 9.06 eV. For the LUMO energy, the calculation gives -0.010 Ha. The multiplicity is 1.

***

This record from the Open Molecules 2025 dataset describes a cluster of 12 separate species, C8H40O16 in total. The level of theory is ωB97M-V with the def2-TZVPD basis set.

Each line ends with the natural charge from an NBO analysis.
Atoms and positions in Å:
O 1.177 -1.943 2.792  -0.759
C 2.412 -1.932 2.076  -0.088
C 2.195 -1.708 0.587  -0.085
O 3.454 -1.653 0.050  -0.695
H 1.277 -2.220 3.677  0.490
H 3.072 -1.221 2.373  0.170
H 3.066 -2.794 2.295  0.163
H 1.689 -0.816 0.377  0.195
H 1.587 -2.503 0.198  0.164
H 3.866 -2.514 0.138  0.469
O 1.049 1.328 1.772  -0.760
C 2.321 1.489 2.286  -0.080
C 2.328 1.147 3.827  -0.089
O 3.619 1.473 4.214  -0.720
H 0.557 0.634 2.165  0.485
H 3.043 0.820 1.763  0.175
H 2.535 2.539 2.121  0.204
H 2.125 0.070 4.057  0.148
H 1.750 1.807 4.504  0.168
H 3.664 1.496 5.149  0.467
O -3.228 -1.059 -0.381  -0.699
C -2.880 -2.278 -0.933  -0.088
C -1.444 -2.328 -1.335  -0.078
O -1.112 -3.463 -2.114  -0.743
H -2.566 -0.885 0.225  0.470
H -2.976 -3.134 -0.335  0.157
H -3.500 -2.359 -1.833  0.168
H -0.818 -2.410 -0.449  0.169
H -1.196 -1.463 -1.953  0.165
H -1.807 -3.591 -2.799  0.475
O 0.733 0.781 -2.891  -0.749
C 0.773 -0.352 -3.680  -0.085
C 1.498 -1.447 -2.887  -0.064
O 1.407 -2.706 -3.483  -0.748
H 0.157 0.580 -2.164  0.489
H -0.246 -0.598 -3.888  0.160
H 1.264 -0.171 -4.597  0.171
H 0.995 -1.453 -1.920  0.138
H 2.539 -1.127 -2.749  0.170
H 0.794 -3.288 -3.011  0.495
O -0.987 -0.786 1.547  -1.001
H -0.252 -1.211 1.977  0.505
H -1.540 -0.430 2.279  0.517
O -2.497 0.409 -2.829  -0.959
H -2.041 0.243 -2.043  0.489
H -3.368 0.652 -2.486  0.488
O -3.175 0.880 2.256  -1.001
H -3.205 1.245 1.334  0.515
H -3.099 1.592 2.900  0.473
O -0.843 0.748 -0.595  -1.023
H -0.864 0.255 0.250  0.493
H -0.767 1.615 -0.186  0.504
O -3.645 2.168 -0.306  -0.940
H -4.049 2.901 0.097  0.463
H -2.768 2.517 -0.399  0.494
O -1.323 3.257 0.639  -0.973
H -1.443 4.039 0.161  0.494
H -0.752 3.428 1.416  0.500
O 1.757 2.905 -0.510  -0.952
H 2.301 2.333 -1.033  0.475
H 1.462 2.331 0.174  0.471
O -1.560 2.986 -2.554  -1.002
H -1.871 2.096 -2.704  0.495
H -0.645 3.080 -2.626  0.481

For the HOMO-LUMO gap, the calculation gives 8.79 eV. For the LUMO energy, the calculation gives -0.007 Ha. The energy above the lowest of the compared OMol25 structures with the same formula, charge and spin is 164.1 kJ/mol. Its SMILES is OCCO.OCCO.OCCO.OCCO.O.O.O.O.O.O.O.O. The multiplicity is 1.

***

This record from the Open Molecules 2025 dataset describes a structure of composition C8H4CeCl3NO3Yb. The level of theory is ωB97M-V with the def2-TZVPD basis set.

Each line ends with the Löwdin spin population.
Atoms and positions in Å:
Ce 4.935 0.550 -1.683  1.009
Yb -0.358 -1.701 -0.589  0.987
Cl 2.859 2.012 -1.551  -0.015
Cl 1.665 -2.722 0.247  0.006
C -0.988 -2.638 1.633  0.001
C 4.182 -1.116 -3.070  -0.001
C 4.941 -1.568 -0.626  -0.002
O -1.043 -3.012 2.716  0.000
O 3.681 -2.032 -3.605  0.007
O 5.197 -2.699 -0.506  0.003
Cl -2.553 2.290 3.425  0.001
C -2.349 1.679 1.831  0.001
C -2.904 2.333 0.721  0.000
C -2.725 1.795 -0.555  0.001
C -1.955 0.631 -0.683  0.001
N -1.419 0.029 0.398  0.002
C -1.608 0.507 1.652  0.001
H -3.493 3.229 0.892  0.000
H -3.149 2.263 -1.446  0.000
H -1.767 0.198 -1.683  0.000
H -1.150 -0.028 2.482  0.000

The net charge is +4. For the HOMO-LUMO gap (alpha / beta), the calculation gives 4.33 / 4.36 eV. For the LUMO energy (alpha / beta), the calculation gives -0.605 / -0.603 Ha. The energy above the lowest of the compared OMol25 structures with the same formula, charge and spin is 121.4 kJ/mol. The multiplicity is 3.

***

This record from the Open Molecules 2025 dataset describes an isolated molecule of C8H4Cl2N2O2. The level of theory is ωB97M-V with the def2-TZVPD basis set.

Each line ends with the natural charge from an NBO analysis.
Atoms and positions in Å:
N 1.862 -0.362 2.363  -0.256
C 1.649 -0.260 1.232  0.231
C 1.351 -0.149 -0.224  0.131
O 2.487 -0.086 -0.964  -0.656
C 0.447 -1.366 -0.489  -0.220
C -0.900 -1.264 -0.383  -0.189
C -1.572 -0.032 0.202  0.256
C -2.851 -0.278 0.750  -0.274
Cl -3.792 0.953 1.468  0.034
O -0.813 1.096 0.252  -0.479
C 0.514 1.202 -0.435  0.164
Cl 0.239 1.326 -2.170  0.038
C 1.076 2.411 0.036  0.210
N 1.709 3.222 0.509  -0.186
H 2.397 -0.738 -1.709  0.496
H 0.927 -2.204 -0.764  0.216
H -1.424 -2.204 -0.616  0.240
H -3.308 -1.268 0.944  0.244

For the HOMO-LUMO gap, the calculation gives 8.64 eV. For the LUMO energy, the calculation gives -0.017 Ha. The energy above the lowest of the compared OMol25 structures with the same formula, charge and spin is 154.1 kJ/mol. Its SMILES is N#C[C@@]1(O)C=C/C(=C/Cl)O[C@@]1(Cl)C#N. The multiplicity is 1.

***

This record from the Open Molecules 2025 dataset describes an isolated molecule of C8H4Cl2O3. The level of theory is ωB97M-V with the def2-TZVPD basis set.

Each line ends with the natural charge from an NBO analysis.
Atoms and positions in Å:
O 0.701 4.082 0.860  -0.491
C -0.265 3.459 0.566  0.786
O -1.551 3.974 0.795  -0.493
C -2.557 3.194 0.432  0.841
O -3.713 3.328 0.594  -0.498
C -1.742 1.864 -0.502  -0.163
Cl -1.917 2.482 -2.194  -0.024
C -2.193 0.465 -0.391  -0.072
Cl -3.887 0.178 -0.506  0.050
C -1.306 -0.520 -0.264  -0.158
C 0.172 -0.289 -0.138  -0.495
C 0.516 1.123 0.178  -0.020
C -0.385 2.095 0.021  -0.224
H -1.639 -1.547 -0.242  0.231
H 0.672 -0.603 -1.063  0.255
H 0.582 -0.933 0.649  0.243
H 1.489 1.334 0.600  0.232

For the HOMO-LUMO gap, the calculation gives 9.42 eV. For the LUMO energy, the calculation gives -0.012 Ha. Its SMILES is O=C1OC(=O)[C@]2(Cl)C(Cl)=CCC=C12. The multiplicity is 1.

***

This record from the Open Molecules 2025 dataset describes a structure of composition C8H4CoINS8Sb. The level of theory is ωB97M-V with the def2-TZVPD basis set.

Each line ends with the Löwdin spin population.
Atoms and positions in Å:
Co 0.678 1.593 -0.023  2.663
S 6.241 -3.292 0.195  0.093
C 4.989 -2.243 0.100  0.015
S 3.873 -2.190 -1.228  -0.012
C 2.925 -0.809 -0.699  0.129
C 3.327 -0.236 0.502  0.164
S 2.603 1.092 1.260  0.287
S 4.719 -0.979 1.260  0.004
S 1.650 -0.260 -1.642  0.370
S -0.296 3.013 1.524  0.185
Sb -1.280 4.093 -0.426  0.174
S 0.381 2.967 -1.811  0.186
S -3.225 2.866 -0.823  0.623
I -3.576 -1.364 3.103  0.003
C -2.751 -0.793 1.261  0.003
C -3.439 -1.032 0.084  0.003
C -2.853 -0.620 -1.100  0.017
C -1.614 -0.002 -1.058  0.026
N -0.957 0.217 0.082  0.052
C -1.523 -0.161 1.228  0.007
H -4.404 -1.519 0.087  0.000
H -3.354 -0.754 -2.048  0.000
H -1.142 0.354 -1.964  0.003
H -0.974 0.059 2.134  0.002

The net charge is -1. For the HOMO-LUMO gap (alpha / beta), the calculation gives 6.65 / 5.33 eV. For the LUMO energy (alpha / beta), the calculation gives 0.073 / 0.014 Ha. The energy above the lowest of the compared OMol25 structures with the same formula, charge and spin is 19.7 kJ/mol. The multiplicity is 6.

***

Look up the multiplicity of the sixth one.
6